1.
Below is a structure of composition C48H55KN10OP2S2 in a non-equilibrium geometry, with properties calculated with ωB97M-V/def2-TZVPD.

Each line ends with the Löwdin charge.
Atoms and positions in Å:
K: 0.626797 -0.773161 -0.311030  0.448
S: -0.980412 0.334024 2.780125  0.217
P: -2.258434 0.668041 1.266814  0.360
C: -1.681362 0.362583 -0.309901  -0.698
P: -1.962853 1.509487 -1.518193  0.324
S: -0.952489 1.227153 -3.233200  0.181
C: -1.523451 3.249437 -1.029647  -0.322
C: -0.247027 3.403898 -0.467732  -0.106
C: 0.235842 4.653717 -0.107148  -0.094
C: -0.549875 5.786747 -0.300099  -0.118
C: -1.820794 5.645271 -0.833193  -0.108
C: -2.305672 4.386917 -1.186368  -0.095
C: -3.735276 1.641505 -2.101577  -0.324
C: -4.143739 2.512182 -3.116841  -0.127
C: -5.445582 2.488606 -3.601121  -0.107
C: -6.362579 1.563767 -3.107979  -0.121
C: -5.958064 0.659217 -2.134432  -0.093
C: -4.654704 0.702822 -1.640760  -0.104
C: -3.676597 -0.484957 1.642002  -0.337
C: -4.701601 -0.216721 2.549846  -0.098
C: -5.713054 -1.145149 2.783974  -0.110
C: -5.709474 -2.368844 2.125414  -0.120
C: -4.679573 -2.663137 1.237421  -0.086
C: -3.677388 -1.728998 1.001221  -0.120
C: -3.056628 2.314988 1.598070  -0.328
C: -4.328267 2.639990 1.123805  -0.102
C: -4.869648 3.905945 1.326091  -0.097
C: -4.137989 4.878218 1.992819  -0.119
C: -2.863207 4.575405 2.456252  -0.098
C: -2.332284 3.304667 2.264092  -0.116
H: 0.356088 2.518585 -0.314751  0.093
H: 1.223816 4.746477 0.327768  0.089
H: -0.176189 6.767026 -0.020306  0.087
H: -2.452620 6.517472 -0.962305  0.091
H: -3.320465 4.301108 -1.550307  0.086
H: -3.418882 3.183514 -3.560796  0.090
H: -5.740622 3.176440 -4.388603  0.089
H: -7.375475 1.539331 -3.495479  0.084
H: -6.651296 -0.083878 -1.755629  0.094
H: -4.330455 -0.009628 -0.890272  0.077
H: -4.703954 0.722941 3.088574  0.100
H: -6.507850 -0.910672 3.484598  0.087
H: -6.504246 -3.085109 2.301763  0.084
H: -4.650470 -3.613259 0.714486  0.099
H: -2.884251 -1.962946 0.301479  0.071
H: -4.907887 1.896785 0.595421  0.089
H: -5.860365 4.134628 0.948679  0.094
H: -4.550011 5.871289 2.135251  0.088
H: -2.277766 5.333894 2.964913  0.095
H: -1.347770 3.055214 2.637344  0.061
N: -0.189237 -5.167002 2.280924  0.088
C: -1.176758 -4.531577 3.006069  -0.088
C: -1.166662 -3.237862 2.574216  -0.138
N: -0.212077 -3.076037 1.598071  0.136
C: 0.355199 -4.239176 1.445381  -0.294
C: 1.483686 -4.498081 0.548101  -0.286
N: 1.953597 -3.646430 -0.318349  0.136
C: 3.034131 -4.252667 -0.913729  -0.127
C: 3.220259 -5.496762 -0.386756  -0.101
N: 2.221705 -5.644099 0.554527  0.086
H: -0.005890 -6.151069 2.293329  0.134
H: -1.778315 -5.051296 3.733607  0.098
H: -1.767912 -2.401619 2.909545  0.059
H: 3.600875 -3.740196 -1.682949  0.094
H: 3.943841 -6.272234 -0.579600  0.096
H: 2.083544 -6.450841 1.131249  0.134
C: -1.700766 -3.824026 -3.783417  -0.022
C: -2.026580 -3.238848 -2.415661  -0.592
N: -2.011962 -1.895479 -2.364289  0.165
O: -2.281291 -3.969459 -1.452092  -0.019
H: -2.388028 -3.427493 -4.536009  0.073
H: -1.783202 -4.907597 -3.741532  0.065
H: -0.682705 -3.542409 -4.074028  0.074
H: -1.691563 -1.327213 -3.138454  0.027
H: -2.066209 -1.370974 -1.483836  0.012
C: 4.484089 3.714899 -1.311494  -0.138
N: 4.234045 2.623925 -2.224309  -0.263
C: 3.027404 2.880417 -3.010524  -0.086
C: 4.136631 1.361888 -1.482830  -0.224
C: 3.967474 0.133988 -2.360360  -0.315
C: 4.992976 -0.106359 -3.287821  -0.094
C: 4.916915 -1.185639 -4.159666  -0.150
C: 3.797070 -2.014955 -4.096016  -0.159
C: 2.797106 -1.753505 -3.158394  -0.212
C: 2.816860 -0.681589 -2.232555  -0.125
H: 4.622133 4.646379 -1.867527  0.073
H: 5.392927 3.517410 -0.735185  0.072
H: 3.655084 3.869084 -0.596673  0.074
H: 3.178611 3.771415 -3.628647  0.076
H: 2.139008 3.043960 -2.380588  0.074
H: 2.811537 2.031215 -3.655688  0.082
H: 3.289646 1.392171 -0.775456  0.094
H: 5.061189 1.281476 -0.892179  0.104
H: 5.845032 0.572996 -3.340893  0.092
H: 5.705912 -1.370968 -4.882701  0.072
H: 3.713119 -2.860078 -4.778671  0.074
H: 1.938138 -2.437175 -3.149947  0.062
C: 2.726544 0.367001 2.406917  -0.176
N: 2.718299 -1.011132 1.897084  -0.095
C: 2.549267 -1.920287 3.028994  -0.175
N: 3.635182 -1.769274 4.024882  -0.088
C: 3.633897 -0.367453 4.476863  -0.187
N: 3.823270 0.583626 3.377858  -0.086
C: 5.089902 0.265518 2.708460  -0.185
N: 5.135920 -1.113210 2.203631  -0.084
C: 4.009961 -1.285567 1.255317  -0.154
C: 4.910732 -2.014782 3.336900  -0.196
H: 1.767337 0.579263 2.877695  0.055
H: 2.863020 1.054507 1.568176  0.118
H: 2.555967 -2.949737 2.664759  0.110
H: 1.587005 -1.719082 3.506128  0.115
H: 4.437465 -0.233030 5.205338  0.112
H: 2.678547 -0.157356 4.960999  0.123
H: 5.911853 0.411012 3.414575  0.113
H: 5.223220 0.948209 1.867297  0.116
H: 4.012228 -2.311852 0.887049  0.109
H: 4.141062 -0.622717 0.398691  0.104
H: 5.726718 -1.892838 4.054979  0.111
H: 4.918076 -3.044206 2.970686  0.116

Forces on atoms 1 to 6 (eV/Å):
K 0.80 -0.57 0.07
S 0.14 0.04 0.14
P -0.12 -0.44 -0.54
C -1.56 1.35 0.51
P 0.07 -0.13 -0.08
S 0.03 -0.05 0.04

Computed properties:
HOMO-LUMO gap	4.711	eV
relative energy (zero: lowest compared OMol25 entry of this formula, charge and spin)	0.00	kcal per mole
E_LUMO	3.3	eV
largest force on an atom	2.1	eV/Å
net charge	-2

=====

2.
Below is a structure of composition C48H55KN7O3S4Se, with properties calculated with ωB97M-V/def2-TZVPD.

Each line ends with the Löwdin charge.
Atoms and positions in Å:
K: 0.510285 -0.486888 1.624788  0.591
N: 0.794565 -4.535478 2.981147  0.154
C: 0.293348 -3.903239 1.880619  -0.538
O: 1.027847 -3.213754 1.173796  -0.064
C: -1.201982 -4.122528 1.615081  -0.277
C: -1.851276 -3.449823 0.428070  -0.198
H: 1.651132 -4.160851 3.363853  0.078
H: 0.136784 -4.865163 3.667973  0.090
H: -1.665387 -3.804588 2.570733  0.067
H: -1.346114 -5.211364 1.584578  0.099
H: -1.531580 -2.397881 0.359290  -0.045
H: -1.628718 -3.966001 -0.515900  -0.036
N: 2.431263 1.272664 1.439311  -0.338
S: 3.012444 1.024616 0.142979  0.695
N: 2.290197 -0.062381 -0.917076  -0.359
S: 1.320252 0.247478 -2.076781  0.867
N: 0.134891 1.221624 -1.943876  -0.354
S: -1.320888 0.826215 -1.239388  0.738
N: -1.437905 0.205219 0.061963  -0.343
C: -2.120623 -0.092441 -2.564990  -0.316
C: -2.603301 -1.346600 -2.227706  -0.047
C: -3.234457 -2.100737 -3.211519  -0.059
C: -3.390338 -1.590613 -4.491944  -0.091
C: -2.913703 -0.320251 -4.809108  -0.089
C: -2.269979 0.434906 -3.843433  -0.085
C: -2.092658 2.436182 -1.448214  -0.306
C: -3.460454 2.458880 -1.210696  -0.062
C: -4.134801 3.668092 -1.253090  -0.073
C: -3.439761 4.840937 -1.522185  -0.084
C: -2.070796 4.807399 -1.741608  -0.072
C: -1.386955 3.600157 -1.702044  -0.076
C: 2.188475 0.939318 -3.471070  -0.310
C: 3.228931 0.198766 -4.014212  -0.072
C: 3.934784 0.712999 -5.087840  -0.062
C: 3.598765 1.956526 -5.608803  -0.074
C: 2.548426 2.678828 -5.066366  -0.065
C: 1.829054 2.168625 -3.994712  -0.056
C: 0.857174 -1.355946 -2.655171  -0.305
C: 0.844639 -2.436069 -1.790037  -0.032
C: 0.434855 -3.668339 -2.287355  -0.050
C: 0.028277 -3.796864 -3.604452  -0.060
C: 0.008835 -2.685927 -4.451467  -0.077
C: 0.423369 -1.458071 -3.981990  -0.084
C: 4.649180 0.279387 0.171611  -0.304
C: 5.184701 -0.502501 -0.840894  -0.078
C: 6.454579 -1.038379 -0.685788  -0.076
C: 7.170275 -0.800318 0.481017  -0.083
C: 6.615473 -0.035349 1.497635  -0.067
C: 5.346573 0.505746 1.347388  -0.054
C: 3.265142 2.502749 -0.865916  -0.293
C: 2.299174 3.480550 -0.662494  -0.072
C: 2.411874 4.684441 -1.346116  -0.066
C: 3.487276 4.909365 -2.197443  -0.088
C: 4.457202 3.929740 -2.372237  -0.088
C: 4.349585 2.716199 -1.707229  -0.067
H: -2.492090 -1.731573 -1.213337  0.069
H: -3.604870 -3.087218 -2.959572  0.110
H: -3.889024 -2.181420 -5.252295  0.099
H: -3.046428 0.077443 -5.808933  0.099
H: -1.892465 1.426943 -4.070184  0.114
H: -3.982100 1.535012 -0.984364  0.122
H: -5.200911 3.696888 -1.067233  0.103
H: -3.967828 5.786804 -1.547431  0.099
H: -1.528127 5.727312 -1.923142  0.102
H: -0.313428 3.559678 -1.826915  0.075
H: 3.453433 -0.784121 -3.619087  0.116
H: 4.742318 0.139603 -5.524291  0.108
H: 4.155341 2.358127 -6.446958  0.105
H: 2.286775 3.647317 -5.473601  0.111
H: 0.999817 2.706921 -3.554004  0.100
H: 1.133251 -2.351017 -0.746882  0.081
H: 0.412586 -4.515477 -1.616078  0.113
H: -0.296599 -4.761687 -3.975353  0.106
H: -0.334988 -2.779225 -5.473925  0.107
H: 0.405370 -0.587752 -4.625342  0.116
H: 4.601020 -0.709714 -1.724194  0.082
H: 6.876740 -1.659240 -1.466620  0.102
H: 8.156356 -1.231416 0.606135  0.101
H: 7.162471 0.124654 2.417901  0.106
H: 4.865750 1.075048 2.135943  0.110
H: 1.488150 3.303895 0.042573  0.079
H: 1.664937 5.454385 -1.187900  0.109
H: 3.579267 5.856836 -2.716696  0.100
H: 5.302678 4.109772 -3.026132  0.104
H: 5.112692 1.959841 -1.835884  0.106
C: -0.533700 3.888375 3.512429  -0.002
C: -0.816875 3.153801 2.218097  -0.571
N: -1.656731 2.108974 2.326724  0.173
O: -0.321816 3.521415 1.150819  -0.013
H: -1.383230 4.530211 3.755526  0.079
H: 0.354188 4.502922 3.388224  0.076
H: -0.388889 3.186238 4.335330  0.082
H: -1.980618 1.777611 3.233116  0.044
H: -1.759846 1.478310 1.524994  0.030
Se: 2.130925 -2.771563 6.476601  0.337
C: 1.432587 -1.960479 5.029136  -1.012
N: 0.929982 -1.470690 4.096859  -0.028
C: -5.661781 -3.096766 2.323589  -0.118
C: -4.245135 -2.770823 2.781117  -0.320
C: -4.174153 -1.383766 3.400362  -0.352
S: -2.502119 -0.834643 3.813047  0.922
O: -2.703547 0.516856 4.456606  -0.553
C: -2.122300 -2.023121 5.151524  -0.333
C: -1.612537 -1.316913 6.404369  -0.307
C: -2.740821 -0.816148 7.301340  -0.114
H: -5.698439 -4.091620 1.875842  0.066
H: -5.999270 -2.381218 1.568027  0.069
H: -6.370781 -3.066011 3.157982  0.066
H: -3.568468 -2.852529 1.917769  0.052
H: -3.920525 -3.519670 3.510864  0.097
H: -4.753905 -1.285593 4.324605  0.095
H: -4.521303 -0.624341 2.694692  0.092
H: -1.348404 -2.666330 4.729379  0.055
H: -3.017242 -2.613160 5.365272  0.084
H: -0.962697 -0.491362 6.116081  0.094
H: -0.978630 -2.020420 6.946747  0.079
H: -3.358238 -0.087899 6.774420  0.057
H: -2.335887 -0.339425 8.197214  0.068
H: -3.377839 -1.646104 7.624419  0.068

Forces on atoms 1 to 6 (eV/Å):
K -0.13 -0.55 0.50
N 0.05 0.02 -0.05
C 0.06 0.02 -0.09
O -0.03 -0.05 0.14
C 0.04 0.18 -0.18
C -0.04 0.05 0.03

Computed properties:
HOMO-LUMO gap	4.015	eV
relative energy (zero: lowest compared OMol25 entry of this formula, charge and spin)	0.00	kcal per mole
E_LUMO	1.7	eV
largest force on an atom	0.8	eV/Å
net charge	-1

=====

Question: Which of these has the lowest net charge?
Answer: C48H55KN10OP2S2

=====

Question: Which value of relative energy (zero: lowest compared OMol25 entry of this formula, charge and spin) does entry 2 give?
Answer: 0.00 kcal per mole